14
Properties=species:S:1:pos:R:3:forces:R:3:mulliken_charge:R:1 method="wB97M-V/def2-TZVPD" e_homo_ev=-9.364 gap_ev=9.5261 total_energy_ev=-7450.9053 fmax_ev_per_a=4.53
B 0.02697 -1.56550 -0.63552 -1.2 1.6 1.2 0.24
C 0.34183 0.27776 1.12209 -0.8 -1.2 1.5 -0.57
C 0.08699 1.10603 -1.14994 -1.6 -2.6 0.5 -0.47
C -0.43928 -0.09045 -0.13439 3.5 -1.0 -2.6 -0.14
N 0.62371 1.64200 0.98902 0.0 3.8 -0.7 -0.32
O 1.03322 1.71686 -0.38616 2.1 1.3 1.0 -0.36
H 0.02877 -2.39704 0.19721 0.1 -0.5 0.1 -0.06
H 0.34080 -1.78080 -1.73040 0.3 -0.2 -0.7 -0.07
H -0.26812 0.07981 2.02202 0.2 0.2 -0.3 0.31
H 1.31313 -0.20742 1.33939 -0.4 -0.1 -0.6 0.26
H 0.63320 0.61499 -2.02787 -1.3 1.2 0.8 0.32
H -0.76211 1.82174 -1.28891 0.5 -0.6 -0.9 0.28
H -1.43862 -0.01183 0.10939 -2.3 0.1 0.2 0.27
H -0.17311 2.36380 0.99904 0.9 -1.9 0.4 0.31